The following is a DFT calculation (the ωB97M-V functional and the def2-TZVPD basis) of a molecular structure, C29H34Cl4CrN5O2.

ORCA input file:
```
! wB97M-V def2-TZVPD RIJCOSX def2/J DEFGRID3
* xyz 0 4
Cr -0.3694 -0.7213 -0.2339
C 2.5317 -1.3163 -1.8454
C 2.9612 -0.8804 -0.4553
N 1.8462 -0.6249 0.4770
C 2.1664 -1.0077 1.8637
C 0.9379 -0.8752 2.7504
N 0.1655 0.3304 2.4411
C 0.6292 1.5539 3.1058
C 1.6379 2.3884 2.3203
C 1.0953 3.0725 1.0749
N 0.6917 2.1364 0.0260
C 0.9912 2.5459 -1.3363
C 0.2925 1.6488 -2.3456
N 0.5280 0.2025 -2.1120
C 1.8670 -0.2053 -2.6323
H 1.8627 -2.1742 -1.7717
H 3.4213 -1.6366 -2.3942
H 3.5826 0.0217 -0.5307
H 3.5940 -1.6555 -0.0224
H 1.6640 0.3811 0.4983
H 2.9974 -0.3955 2.2375
H 2.5080 -2.0432 1.8810
H 1.2387 -0.9151 3.8051
H 0.2810 -1.7191 2.5626
H -0.8060 0.1448 2.6536
H 1.0747 1.3001 4.0766
H -0.2455 2.1756 3.3192
H 2.5080 1.7778 2.0535
H 2.0106 3.1698 2.9895
H 1.8660 3.7340 0.6711
H 0.2548 3.7220 1.3579
H -0.2938 1.9076 0.1112
H 2.0765 2.5113 -1.4771
H 0.6895 3.5804 -1.5590
H 0.6255 1.9218 -3.3521
H -0.7811 1.8154 -2.3019
H -0.1764 -0.2891 -2.6578
H 2.5004 0.6846 -2.6007
H 1.7621 -0.4792 -3.6841
Cl -1.7353 -7.2770 -0.5892
C -1.6746 -5.6316 -0.0622
C -2.4219 -5.2061 1.0262
Cl -3.4278 -6.3209 1.8842
C -2.3689 -3.8639 1.4316
Cl -3.2867 -3.2720 2.7723
C -1.5677 -2.9623 0.7561
O -1.4747 -1.6660 1.0584
C -0.8080 -3.3994 -0.3386
O -0.0491 -2.4638 -0.9340
C -0.8625 -4.7142 -0.7466
Cl 0.0899 -5.1722 -2.1166
N -1.8131 0.3288 -0.6260
C -2.9023 0.5415 -1.2190
C -3.6647 1.8188 -0.9722
C -2.9870 3.0069 -0.7182
C -3.6847 4.1754 -0.4481
C -5.0737 4.1617 -0.4168
C -5.7572 2.9796 -0.6630
C -5.0549 1.8150 -0.9495
C -3.4726 -0.4471 -2.1996
C -3.3263 -1.8094 -1.9650
C -3.7758 -2.7324 -2.8977
C -4.3687 -2.2954 -4.0772
C -4.5209 -0.9361 -4.3155
C -4.0827 -0.0139 -3.3728
H -1.9050 3.0158 -0.7366
H -3.1462 5.0962 -0.2619
H -5.6204 5.0709 -0.1999
H -6.8391 2.9604 -0.6327
H -5.5887 0.8924 -1.1429
H -2.8800 -2.1477 -1.0407
H -3.6610 -3.7907 -2.6974
H -4.7158 -3.0145 -4.8084
H -4.9828 -0.5907 -5.2318
H -4.2065 1.0472 -3.5566
*
```

For the HOMO-LUMO gap (spin up / spin down), the calculation gives 7.50 / 7.51 eV. For the energy relative to the best compared isomer or geometry (same formula, charge and spin), the calculation gives 0.000 eV. The calculation puts the LUMO energy (spin up / spin down) at 0.014 / 0.006 hartree. The calculation puts the energy at -4435.04646 hartree. The highest occupied orbital energy (spin up / spin down) is -7.1352 / -7.3590 eV. The maximum force comes out at 0.018 hartree/bohr.